Entry 1:
DFT (ωB97M-V/def2-TZVPD) results for an isolated molecule of C9H17NO3S at a distorted geometry.

As for the energy relative to the best compared isomer or geometry (same formula, charge and spin): 0.0098 eV. The LUMO energy comes out at 0.470 eV. The calculation puts the largest force on an atom at 2.1 eV/A. As for the net charge: 0. The calculation puts the total energy at -1031.7503 Ha.

Geometry as XYZ:
```
31
Properties=species:S:1:pos:R:3:forces:R:3:mulliken_charge:R:1
C 0.033906 -0.425638 -0.180499 -0.709 0.227 -0.088 1.229
C -0.746254 -1.709287 -0.496439 0.290 0.159 0.088 -1.169
C -0.870470 0.600604 0.535710 0.153 0.056 -0.282 -1.032
C -2.043108 -1.384201 -1.227878 -0.044 -0.111 0.210 -0.668
C -2.219381 0.834900 -0.129959 0.014 -0.095 0.188 -0.881
C -2.926665 -0.493808 -0.364581 -0.005 0.154 -0.289 -0.607
C 2.268913 1.232148 -2.657639 0.064 -0.073 0.135 -1.109
C 3.427197 -0.594147 1.626803 -0.171 0.270 -0.125 -0.864
C 1.752273 0.640788 -1.384284 -0.714 0.501 1.893 0.802
N 0.615718 0.042946 -1.381008 -0.264 -0.221 -0.585 -0.535
O 1.575189 -0.279054 3.179877 0.460 -0.381 -0.147 -0.528
O 0.994831 -0.841083 0.876305 0.261 -0.547 0.217 -0.301
O 2.407359 0.899558 -0.269309 0.539 0.168 -0.761 -0.740
S 1.840971 0.281338 1.616403 0.669 -0.610 -0.485 0.557
H -0.111254 -2.341621 -1.116494 0.075 -0.037 0.074 0.409
H -0.956808 -2.229123 0.438012 -0.071 -0.079 0.089 0.326
H -1.039704 0.199320 1.538676 -0.087 0.023 0.085 0.371
H -0.315278 1.537841 0.627169 -0.040 0.041 0.024 0.475
H -1.801765 -0.862243 -2.154589 -0.021 -0.064 -0.105 0.357
H -2.560806 -2.313365 -1.473910 0.032 0.006 -0.070 0.345
H -2.821292 1.478802 0.516959 0.027 0.068 -0.105 0.356
H -2.071674 1.344791 -1.081459 -0.032 0.069 -0.076 0.353
H -3.890317 -0.323506 -0.849624 -0.018 -0.025 0.036 0.328
H -3.117964 -0.986757 0.592327 -0.072 -0.017 0.064 0.304
H 1.486496 1.181071 -3.408010 0.039 -0.034 -0.087 0.323
H 3.152422 0.702661 -3.002881 0.132 -0.043 -0.054 0.265
H 2.541963 2.268507 -2.467793 0.060 0.033 -0.039 0.302
H 4.104793 -0.093297 2.306378 0.027 0.123 0.149 0.376
H 3.215203 -1.600754 1.970102 -0.137 -0.007 0.131 0.310
H 3.819842 -0.596636 0.618252 -0.085 0.118 0.004 0.332
H 0.711672 -0.046353 3.521252 -0.374 0.325 -0.091 0.315
```
Positions in Å, forces in eV/Å.

=====

Entry 2:
DFT (ωB97M-V/def2-TZVPD) results for a cluster of 2 separate species, C3H3Cl2F in total at a distorted geometry.

As for the energy relative to the best compared isomer or geometry (same formula, charge and spin): 4.1602 eV. The LUMO energy comes out at -0.654 eV. The calculation puts the largest force on an atom at 6.3 eV/A. As for the net charge: 0. The calculation puts the total energy at -1136.1845 Ha.

Geometry as XYZ:
```
9
Properties=species:S:1:pos:R:3:forces:R:3:mulliken_charge:R:1
C 0.687302 1.572061 0.347349 1.303 2.057 -0.396 -0.582
C -0.044365 0.597530 0.694830 -3.714 -5.063 0.107 0.210
C -0.372424 -1.457791 -0.706219 -1.497 5.070 -0.562 -0.087
F -0.869318 0.533177 1.803925 1.655 -0.009 -1.361 -0.214
Cl -1.600991 -2.422564 -0.082607 -0.147 -0.784 0.772 -0.080
Cl 1.170819 -2.053883 -1.022233 0.286 -0.318 -0.032 -0.071
H 0.832236 2.301581 1.123625 0.075 0.731 -0.001 0.272
H 1.083960 1.722847 -0.645749 0.337 -0.345 0.198 0.249
H -0.887219 -0.792958 -1.512922 1.702 -1.339 1.274 0.303
```
Positions in Å, forces in eV/Å.

=====

Entry 3:
DFT (ωB97M-V/def2-TZVPD) results for an isolated molecule of C5H6O.

As for the energy relative to the best compared isomer or geometry (same formula, charge and spin): 5.4184 eV. The LUMO energy comes out at 0.076 eV. The calculation puts the largest force on an atom at 0.6 eV/A. As for the net charge: 0. The calculation puts the total energy at -269.1471 Ha.

Geometry as XYZ:
```
12
Properties=species:S:1:pos:R:3:forces:R:3:mulliken_charge:R:1
O -2.562568 0.005450 -0.608339 0.207 -0.106 0.488 -0.466
C -2.085188 -0.223558 0.476502 -0.139 0.061 -0.310 0.052
C -0.618610 -0.069103 0.811473 0.073 -0.098 -0.110 -0.419
C 0.224897 0.336541 -0.371067 0.020 -0.006 -0.170 -0.328
C 1.597001 0.174484 -0.420443 0.310 0.093 0.452 -0.116
C 2.759268 -0.280956 -0.064990 -0.324 0.278 -0.088 -0.480
H -2.726177 -0.566285 1.315847 0.066 0.050 -0.095 0.338
H -0.264214 -0.997573 1.274910 -0.033 0.083 -0.075 0.333
H -0.542673 0.693898 1.608460 0.028 -0.124 -0.182 0.269
H 1.134402 -0.354044 -1.390399 -0.325 -0.264 0.101 0.203
H -0.321026 0.743204 -1.216147 0.152 0.116 0.071 0.411
H 3.457833 0.338550 0.497296 -0.035 -0.082 -0.082 0.202
```
Positions in Å, forces in eV/Å.

=====

Entry 4:
DFT (ωB97M-V/def2-TZVPD) results for a structure of composition C48H54AuN4OSbTe at a distorted geometry.

As for the energy relative to the best compared isomer or geometry (same formula, charge and spin): 1.7458 eV. Its expectation value of S² is 0.76. The LUMO energy (alpha / beta) comes out at -4.650 / -4.925 eV. The multiplicity is 2. The calculation puts the largest force on an atom at 1.9 eV/A. As for the net charge: +1. The calculation puts the total energy at -2799.3033 Ha.

Geometry as XYZ:
```
110
Properties=species:S:1:pos:R:3:forces:R:3:mulliken_charge:R:1
Au 1.317155 -1.112243 0.375044 -0.073 -0.722 -1.621 2.463
N 0.954606 3.250237 9.678838 -0.008 -0.004 -0.052 -0.485
C 1.012123 2.848475 8.604318 -0.030 0.085 0.258 -0.215
C 1.095187 2.335144 7.269924 0.034 -0.069 -0.340 0.632
C 2.237368 2.574917 6.506651 -0.029 0.024 0.077 -0.871
C 2.333544 2.049411 5.231004 -0.025 -0.040 -0.109 0.222
C 1.297244 1.280266 4.709912 -0.038 0.143 0.130 -0.127
C 0.142174 1.075930 5.458472 0.003 -0.038 -0.133 0.092
C 0.040565 1.596357 6.735962 0.013 0.064 0.129 -0.866
C 1.458312 0.633629 3.375910 0.484 -1.446 0.692 -0.017
C 1.134368 1.428372 2.227666 -0.035 0.654 -1.397 0.252
C 0.723340 2.815825 2.258198 0.145 0.103 0.311 -0.413
C 0.500441 3.196001 0.982217 0.150 -0.032 -0.124 -1.282
C 0.660955 2.007028 0.144178 0.302 0.206 -0.006 -0.734
N 1.188831 1.003402 0.975708 -0.047 0.125 0.897 -0.909
C 1.908740 -0.668812 3.397078 -0.401 1.357 0.014 0.638
C 2.181840 -1.408309 4.606167 0.206 -0.734 0.162 -0.586
C 2.566777 -2.655839 4.224130 -0.055 0.375 0.787 -1.303
C 2.541603 -2.662807 2.802831 -0.168 0.663 -0.671 -0.084
N 2.165595 -1.500453 2.303040 0.365 -0.809 0.185 -0.255
H 3.045569 3.160540 6.922587 0.006 -0.009 -0.001 0.482
H 3.223173 2.217124 4.636354 0.025 0.009 0.050 0.552
H -0.669610 0.491737 5.042217 0.003 -0.011 0.030 0.625
H -0.845304 1.426346 7.332430 -0.008 -0.011 -0.020 0.480
H 0.673253 3.429137 3.144297 -0.083 0.001 -0.023 0.645
H 0.255420 4.183026 0.627315 -0.140 -0.039 0.008 0.538
H 1.114289 2.077204 -0.840194 -0.168 -0.072 -0.082 0.869
H 2.077147 -1.033079 5.610207 0.037 0.017 -0.008 0.522
H 2.843154 -3.478351 4.862695 0.007 -0.025 -0.037 0.485
H 2.791047 -3.486136 2.152668 0.006 -0.040 -0.028 0.346
C -3.404446 7.477708 0.485218 -0.052 -0.107 0.013 -1.664
C -2.986131 6.037906 0.361452 -0.019 0.137 0.038 0.684
C -2.364911 5.571499 -0.786271 0.135 -0.143 -0.113 -0.797
C -1.968081 4.240749 -0.921139 -0.251 0.350 0.258 1.152
C -1.234579 3.869356 -2.185096 -0.082 0.058 0.042 -1.662
C -2.235769 3.353601 0.128921 0.458 -0.556 -0.290 0.071
Te -1.499563 1.198438 0.097824 -1.180 1.269 0.690 -0.133
N -0.665512 -0.795437 -0.371214 0.373 -0.139 -0.041 0.033
C -1.725893 -1.488652 0.034659 -0.146 -0.411 -0.088 0.427
O -2.785541 -0.853613 0.343560 0.238 -0.314 -0.338 -0.655
C -1.810810 -2.986754 0.092169 0.088 -0.054 0.201 0.250
C -3.086885 -3.546907 0.045685 -0.001 0.040 -0.006 -0.607
C -3.261193 -4.915233 0.169670 -0.007 -0.035 -0.051 -0.741
C -2.162536 -5.746805 0.331029 -0.013 -0.029 -0.028 -0.536
C -0.888842 -5.201012 0.365218 0.123 -0.039 -0.047 -0.834
C -0.714046 -3.830510 0.250713 -0.161 0.094 0.019 0.439
C -2.453597 0.960001 -1.789986 -0.167 -0.052 -0.044 1.074
C -1.717080 0.559789 -2.896181 0.114 0.120 0.174 -0.702
C -2.346338 0.312580 -4.103294 0.041 0.000 -0.076 -0.606
C -3.722158 0.447015 -4.191260 -0.071 -0.014 -0.085 -0.841
C -4.457015 0.828434 -3.082214 0.055 -0.013 0.033 -0.674
C -3.849910 1.090581 -1.855353 0.249 0.048 0.061 0.815
C -4.721441 1.463440 -0.683269 0.125 0.004 -0.151 -1.735
C -2.852347 3.801333 1.305406 -0.049 0.169 -0.271 1.064
C -3.168011 2.920778 2.492390 0.046 0.092 -0.073 -1.927
C -3.214474 5.143607 1.396053 -0.011 -0.095 0.086 -0.695
H -2.966615 8.084424 -0.305325 -0.007 0.027 0.009 0.379
H -3.106357 7.889910 1.449394 -0.006 0.027 -0.010 0.392
H -4.490914 7.557331 0.413806 0.010 0.065 -0.001 0.309
H -2.152712 6.264173 -1.595102 -0.024 0.020 0.019 0.393
H -0.648993 4.718759 -2.539264 0.009 -0.023 0.002 0.536
H -1.930104 3.597032 -2.981117 0.019 -0.090 0.000 0.320
H -0.558649 3.030621 -2.034333 0.031 -0.033 -0.095 -0.037
H -3.936176 -2.890378 -0.083641 0.007 0.001 0.054 0.486
H -4.256326 -5.339390 0.144069 -0.008 0.029 -0.025 0.423
H -2.301109 -6.815743 0.427552 0.015 0.003 0.009 0.416
H -0.022781 -5.842708 0.478640 -0.034 -0.009 0.046 0.469
H 0.281834 -3.412612 0.306866 0.075 0.013 0.001 0.166
H -0.642907 0.438298 -2.807710 -0.002 -0.033 -0.021 0.507
H -1.771066 0.013057 -4.969746 0.024 -0.020 0.015 0.475
H -4.228565 0.235132 -5.123974 0.002 0.034 -0.007 0.404
H -5.535307 0.907754 -3.153611 0.001 -0.006 0.004 0.486
H -5.677724 0.944659 -0.745148 0.025 -0.016 -0.023 0.592
H -4.918130 2.535862 -0.672420 0.037 0.045 0.047 0.315
H -4.263953 1.181234 0.260550 -0.024 -0.007 0.169 0.151
H -2.830816 1.898641 2.357494 -0.038 -0.117 0.090 0.039
H -4.243921 2.899190 2.674317 0.007 -0.013 -0.002 0.461
H -2.692914 3.313727 3.394375 -0.007 -0.019 -0.001 0.491
H -3.683600 5.497638 2.309876 -0.016 0.006 -0.016 0.467
C -0.064423 -2.900197 -3.559588 -0.010 0.023 0.123 -1.274
C 1.061941 -3.627072 -2.831629 0.237 0.186 0.163 0.968
C 1.762408 -4.662150 -3.702256 -0.061 -0.043 0.072 -1.433
Sb 2.375555 -2.111841 -1.958476 -0.089 -0.252 0.122 -0.610
C 2.771429 -0.768035 -3.660523 -0.097 -0.090 0.539 0.690
C 3.177356 -1.473547 -4.946404 -0.072 -0.005 0.066 -1.321
C 3.803808 0.267136 -3.224763 -0.078 -0.068 0.012 -1.396
C 4.278961 -3.092069 -1.466959 -0.412 0.113 -0.200 0.374
C 5.136546 -3.448367 -2.673449 0.008 0.073 0.073 -1.298
C 3.939309 -4.308569 -0.612514 0.043 0.081 0.011 -1.087
H -0.809985 -3.626649 -3.891622 -0.014 0.017 -0.026 0.552
H 0.298760 -2.369907 -4.442622 -0.016 0.013 -0.009 0.246
H -0.567035 -2.184730 -2.902819 -0.019 -0.002 -0.044 -0.017
H 0.634317 -4.127384 -1.960475 0.060 0.033 0.010 -0.127
H 2.231475 -4.219668 -4.580522 0.038 -0.024 0.006 0.220
H 1.024695 -5.388509 -4.055161 -0.004 0.025 -0.029 0.486
H 2.514301 -5.220519 -3.144805 0.040 0.015 -0.072 0.306
H 1.804792 -0.278845 -3.807655 -0.009 0.003 0.019 0.133
H 4.129876 -1.990836 -4.840743 -0.022 -0.032 -0.034 0.201
H 3.296000 -0.725361 -5.734857 0.005 -0.011 -0.013 0.500
H 2.425327 -2.186819 -5.279529 0.032 -0.003 -0.036 0.235
H 4.772605 -0.202203 -3.040429 0.022 0.042 0.007 0.252
H 3.500247 0.785498 -2.312692 0.033 0.041 -0.014 0.265
H 3.940655 1.009459 -4.014435 0.028 0.025 0.026 0.456
H 4.800580 -2.352684 -0.854795 -0.064 0.028 0.011 0.458
H 4.600980 -4.092748 -3.371351 0.044 0.001 -0.028 0.238
H 6.033500 -3.981432 -2.346199 -0.008 -0.011 -0.007 0.483
H 5.463562 -2.553430 -3.202071 0.028 -0.050 -0.052 0.258
H 3.521654 -5.111550 -1.221262 -0.017 -0.017 0.050 0.192
H 3.211954 -4.055833 0.161705 -0.031 -0.079 0.029 0.000
H 4.834857 -4.693723 -0.119162 0.000 -0.024 -0.025 0.512
```
Positions in Å, forces in eV/Å.